1.
73
Properties=species:S:1:pos:R:3:lowdin_charge:R:1 method="wB97M-V/def2-TZVPD" total_energy_ev=-44890.623 e_homo_ev=-4.8 charge=-1
O 0.07 5.18 1.90 0.097
C -0.78 4.60 1.30 -0.468
C -0.57 3.91 0.00 -0.246
C -0.51 4.81 -1.24 -0.332
Al -0.82 3.72 -2.93 0.152
N -2.11 4.52 1.88 0.085
C -3.21 4.66 0.97 -0.271
C -4.00 3.58 0.56 -0.037
C -5.06 3.77 -0.34 -0.088
C -5.34 5.05 -0.85 -0.094
C -4.55 6.14 -0.43 -0.083
C -3.51 5.95 0.48 -0.030
H -1.32 3.13 -0.12 0.083
H 0.39 3.42 0.08 0.095
H 0.48 5.26 -1.28 0.036
H -1.22 5.63 -1.20 0.025
H -0.21 4.54 -4.21 -0.163
H -0.10 2.28 -2.71 -0.130
H -2.44 3.51 -3.16 -0.153
H -2.17 3.61 2.32 0.121
H -3.76 2.59 0.93 0.102
H -5.63 2.92 -0.67 0.090
H -6.13 5.19 -1.57 0.087
H -4.75 7.12 -0.81 0.091
H -2.90 6.78 0.81 0.110
C 3.44 -0.57 3.74 -0.118
O 3.57 -0.03 2.44 -0.188
C 2.43 -0.23 1.62 -0.208
C 1.53 0.99 1.58 -0.203
O 0.97 1.29 2.84 -0.194
C 1.63 2.36 3.51 -0.100
H 4.25 -0.16 4.34 0.087
H 2.49 -0.30 4.19 0.084
H 3.53 -1.66 3.72 0.079
H 1.86 -1.10 1.98 0.114
H 2.78 -0.44 0.61 0.128
H 0.70 0.79 0.89 0.128
H 2.08 1.85 1.18 0.129
H 1.37 3.32 3.06 0.074
H 2.71 2.24 3.49 0.084
H 1.29 2.35 4.55 0.088
C -0.15 -1.02 -4.07 -0.119
O -1.01 -0.47 -3.11 -0.222
C -2.30 -1.04 -3.07 -0.210
C -2.50 -1.99 -1.92 -0.209
O -1.67 -3.13 -1.99 -0.189
C -0.50 -3.01 -1.21 -0.120
H 0.85 -0.65 -3.84 0.088
H -0.14 -2.11 -4.04 0.081
H -0.42 -0.68 -5.08 0.089
H -2.53 -1.54 -4.02 0.125
H -3.01 -0.21 -2.96 0.130
H -3.54 -2.33 -1.91 0.122
H -2.31 -1.45 -0.98 0.124
H -0.74 -3.12 -0.14 0.087
H -0.01 -2.05 -1.37 0.085
H 0.18 -3.82 -1.50 0.080
C 0.91 -6.64 0.61 -0.104
O 2.17 -7.17 0.95 -0.191
C 3.12 -7.12 -0.09 -0.211
C 4.07 -5.94 0.04 -0.211
O 3.39 -4.70 -0.07 -0.187
C 3.12 -4.08 1.17 -0.103
H 0.35 -6.51 1.53 0.090
H 1.00 -5.67 0.10 0.069
H 0.36 -7.33 -0.05 0.090
H 2.62 -7.07 -1.06 0.126
H 3.70 -8.04 -0.06 0.123
H 4.80 -5.99 -0.76 0.125
H 4.60 -6.00 1.00 0.126
H 4.03 -3.61 1.58 0.092
H 2.72 -4.78 1.91 0.088
H 2.38 -3.30 0.99 0.074

=====

2.
29
Properties=species:S:1:pos:R:3:nbo_charge:R:1 method="wB97M-V/def2-TZVPD" smiles="CC(=O)OCn1c(S)n[n+](COO)c1CN" total_energy_ev=-32445.412 relative_energy_kj_mol=0.0 e_homo_ev=-13.5 charge=+1
C -2.81 -0.79 1.20 -0.750
C -2.04 -1.09 2.44 0.788
O -2.55 -1.45 3.43 -0.464
O -0.65 -0.95 2.41 -0.528
C -0.19 0.34 2.18 0.097
N -0.05 0.63 0.72 -0.353
C -0.44 1.79 0.10 0.203
S -1.17 3.11 0.94 0.111
N -0.19 1.74 -1.19 -0.228
N 0.38 0.54 -1.37 -0.141
C 0.84 0.07 -2.69 0.078
O 1.04 1.18 -3.49 -0.252
O 2.42 1.18 -3.88 -0.423
C 0.47 -0.15 -0.24 0.454
C 1.09 -1.48 -0.01 -0.288
N 2.21 -1.29 0.92 -0.815
H -2.23 -0.90 0.29 0.209
H -3.63 -1.48 1.16 0.275
H -3.20 0.23 1.22 0.253
H -0.85 1.07 2.61 0.208
H 0.80 0.42 2.61 0.242
H -0.76 4.04 0.07 0.191
H 1.77 -0.47 -2.56 0.225
H 0.08 -0.58 -3.12 0.207
H 2.36 1.11 -4.84 0.482
H 1.36 -1.94 -0.96 0.208
H 0.35 -2.12 0.46 0.255
H 2.72 -2.15 1.04 0.391
H 2.86 -0.62 0.53 0.365

=====

3.
7
Properties=species:S:1:pos:R:3:nbo_charge:R:1 method="wB97M-V/def2-TZVPD" total_energy_ev=-23533.036 relative_energy_kj_mol=36.4 e_homo_ev=-11.0
C 0.37 -2.21 0.44 0.494
O 1.26 -2.64 -0.07 -0.496
Si -0.39 1.03 -0.23 0.859
Cl 1.43 0.62 0.64 -0.384
H -0.92 2.25 0.26 -0.158
H -1.40 0.37 0.57 -0.172
H -0.35 0.58 -1.61 -0.144

=====

4.
65
Properties=species:S:1:pos:R:3:nbo_charge:R:1 method="wB97M-V/def2-TZVPD" total_energy_ev=-133394.190 e_homo_ev=-11.6 charge=+1
C 0.71 3.08 -4.00 -0.611
C -0.36 3.23 -2.90 -0.726
P -1.05 1.73 -2.11 0.780
C -0.96 0.34 -3.30 -0.717
C -2.00 -0.71 -2.91 -0.603
C -0.04 1.25 -0.63 -0.020
N -0.82 1.12 0.46 -0.458
C -0.38 0.79 1.69 -0.006
P -1.58 0.60 3.05 0.144
P -2.79 -1.03 2.21 2.095
O -4.01 -0.51 1.60 -1.066
O -2.99 -2.10 3.37 -1.020
O -1.88 -1.76 1.13 -0.986
C 0.98 0.56 1.87 -0.224
C 1.86 0.66 0.78 0.114
C 3.32 0.41 1.00 -0.449
C 3.75 -0.98 0.49 -0.390
C 5.23 -0.99 0.11 -0.397
C 5.63 -2.32 -0.49 -0.220
N 5.05 -2.50 -1.83 -0.858
C 1.32 0.99 -0.47 -0.134
Br 2.48 1.12 -1.95 0.148
H 1.68 3.36 -3.59 0.202
H 0.52 3.72 -4.85 0.229
H 0.82 2.06 -4.33 0.209
H -0.01 3.93 -2.14 0.261
H -1.24 3.70 -3.34 0.257
H 0.02 -0.09 -3.44 0.231
H -1.27 0.78 -4.24 0.262
H -1.91 -1.06 -1.89 0.204
H -2.99 -0.28 -3.00 0.216
H -1.97 -1.55 -3.60 0.230
H -1.81 1.29 0.32 0.464
H -2.39 1.74 2.96 0.083
H -3.74 -1.79 3.90 0.552
H -1.37 -2.50 1.48 0.524
H 1.33 0.30 2.85 0.254
H 3.52 0.52 2.07 0.226
H 3.88 1.20 0.51 0.242
H 3.18 -1.20 -0.41 0.217
H 3.54 -1.71 1.26 0.207
H 5.39 -0.19 -0.62 0.204
H 5.82 -0.80 1.00 0.206
H 6.72 -2.35 -0.54 0.189
H 5.34 -3.13 0.17 0.188
H 4.68 -3.43 -1.93 0.367
H 5.75 -2.35 -2.53 0.367
O -4.61 -1.61 5.93 -0.963
H -4.77 -2.25 6.64 0.495
H -4.09 -0.91 6.35 0.477
O 2.30 4.37 -0.80 -0.948
H 2.81 4.97 -1.36 0.481
H 2.35 3.51 -1.23 0.460
O -4.16 0.94 -5.13 -0.946
H -4.68 0.71 -4.36 0.470
H -4.74 0.76 -5.88 0.479
O -3.75 -4.94 4.82 -0.931
H -2.89 -5.32 5.01 0.469
H -3.55 -4.09 4.41 0.462
O -3.61 -4.26 0.98 -0.933
H -4.36 -3.81 0.59 0.477
H -3.42 -3.76 1.78 0.456
O -1.54 4.04 3.25 -0.941
H -0.59 3.88 3.28 0.469
H -1.67 4.62 2.49 0.479

=====

5.
24
Properties=species:S:1:pos:R:3:nbo_charge:R:1 method="wB97M-V/def2-TZVPD" smiles="C[Si](C)(N)Cl.C=C(C)N" total_energy_ev=-28809.915 relative_energy_kj_mol=69.7 e_homo_ev=-8.6
C -0.95 -0.35 -1.55 -1.156
Si -1.39 -0.25 0.29 1.702
C -3.15 -0.93 0.72 -1.090
N -1.68 1.47 0.47 -1.282
Cl -0.27 -1.27 1.70 -0.395
H -0.95 -1.18 -2.28 0.257
H -1.53 0.41 -2.07 0.245
H 0.13 -0.05 -1.47 0.249
H -3.84 -0.91 -0.09 0.230
H -3.00 -2.00 0.99 0.227
H -3.42 -0.30 1.52 0.222
H -1.12 1.95 -0.23 0.383
H -2.06 2.01 1.15 0.395
C 1.66 0.73 0.02 -0.566
C 2.40 -0.10 -0.65 0.212
C 3.05 -1.37 -0.01 -0.654
N 2.79 0.16 -1.98 -0.811
H 1.24 1.60 -0.43 0.186
H 1.65 0.86 1.14 0.228
H 2.46 -2.27 -0.22 0.221
H 2.86 -1.16 1.11 0.233
H 4.05 -1.54 -0.31 0.220
H 2.84 -0.67 -2.60 0.373
H 2.32 0.91 -2.38 0.369

=====

6.
11
Properties=species:S:1:pos:R:3:nbo_charge:R:1 method="wB97M-V/def2-TZVPD" total_energy_ev=-43945.881 relative_energy_kj_mol=349.0 e_homo_ev="-8.7 / -8.7"
C -0.48 -1.41 0.30 -0.866
C 1.20 0.00 -0.83 -0.801
P -0.70 -0.08 -0.97 0.707
S -3.66 -0.46 0.39 -0.038
S 1.36 -1.52 0.22 0.177
S -1.05 1.72 0.13 -0.299
H -0.79 -1.07 1.40 0.265
H -0.85 -2.30 -0.16 0.238
H 1.87 -0.09 -1.68 0.235
H 1.48 0.93 -0.29 0.222
H -2.36 1.71 -0.25 0.160

=====

no.,M (Da)
1,448.56
2,249.27
3,94.57
4,538.27
5,166.73
6,156.24